Formula: C5H5NO2
Source: the OMol25 dataset
Level of theory: the ωB97M-V functional and the def2-TZVPD basis

Results
Multiplicity: 1
Gap between HOMO and LUMO, eV: 9.80
Energy above the lowest of the compared OMol25 structures with the same formula, charge and spin, kJ/mol: 592.98
HOMO energy, eV: -10.69
Calculated total energy, a.u.: -398.5526

XYZ file:
```
13
Properties=species:S:1:pos:R:3:forces:R:3
C 1.481 -0.323 0.105 1.151 -3.160 -1.800
C -0.029 0.215 0.135 0.035 0.822 3.743
C -0.870 -1.020 -0.223 -1.578 -0.302 0.367
C -0.495 1.280 -0.760 0.316 0.758 -5.961
C -0.575 0.758 1.474 -5.764 -3.718 10.243
H 1.317 -1.379 0.651 1.225 2.773 -0.045
H 1.930 -0.891 -0.929 -2.176 2.065 1.997
H 2.415 0.355 0.277 -2.288 -1.091 0.644
H -0.821 -1.041 -1.308 -0.050 -0.999 -0.691
H -1.683 1.898 -0.656 3.771 -1.741 0.018
N -1.298 0.584 2.576 6.909 2.195 -10.397
O -1.561 -1.713 0.479 1.296 0.897 -0.813
O 0.188 1.277 -1.820 -2.848 1.501 2.694
```
Forces are in eV/Å.